Record 1
Here is C19H22MnN6OS2 as an isolated structure from the Open Molecules 2025 dataset. Energies are from ωB97M-V with the def2-TZVPD basis set.

Last column: natural (NBO) charge in e.
Cartesian coordinates (Å):
Mn: -0.00954 0.42790 -0.32303  1.368
N: 3.75147 0.32099 2.18997  -0.806
C: 2.47642 0.18170 1.71703  0.295
S: 2.29565 -0.01175 -0.02788  -0.469
N: 1.50722 0.09933 2.56561  -0.419
N: 0.26489 -0.04932 2.00510  -0.281
C: -0.30000 -1.17884 2.15818  0.051
C: -1.61328 -1.41100 1.49341  0.146
C: -2.31027 -2.57762 1.70923  -0.231
C: -3.51571 -2.75583 1.04884  -0.140
C: -3.96336 -1.76785 0.18530  -0.252
C: -3.16514 -0.64196 -0.00067  0.088
N: -2.01917 -0.45347 0.64290  -0.501
H: 4.40705 0.69673 1.52666  0.395
H: 3.84264 0.65798 3.13504  0.391
H: 0.16867 -1.99178 2.70916  0.195
H: -1.91279 -3.32334 2.38526  0.228
H: -4.09539 -3.65732 1.19790  0.224
H: -4.89276 -1.87377 -0.35472  0.230
H: -3.45034 0.13030 -0.70614  0.217
C: -0.38720 3.96529 -4.70180  -0.614
C: -1.33635 2.83994 -5.09733  -0.212
N: -0.96058 1.53230 -4.55269  -0.392
C: -0.26613 0.59297 -5.43297  -0.212
C: 1.24740 0.77288 -5.40756  -0.618
C: -1.19848 1.25915 -3.27018  0.398
S: -0.71028 -0.26563 -2.59612  -0.402
N: -1.92824 2.16856 -2.59576  -0.650
C: -1.64847 2.58151 -1.38229  0.621
O: -0.55020 2.38303 -0.76943  -0.808
C: -2.70006 3.39385 -0.69438  -0.079
C: -3.89489 3.72664 -1.32597  -0.182
C: -4.85381 4.46280 -0.64896  -0.225
C: -4.62625 4.87017 0.66008  -0.196
C: -3.43604 4.53943 1.29320  -0.219
C: -2.47544 3.80332 0.61615  -0.180
H: -0.74727 4.90390 -5.12542  0.215
H: 0.61983 3.78262 -5.07660  0.206
H: -0.33838 4.07052 -3.61898  0.224
H: -1.35403 2.73825 -6.18261  0.197
H: -2.34324 3.07124 -4.75448  0.225
H: -0.65255 0.74898 -6.44049  0.196
H: -0.51867 -0.41737 -5.12371  0.232
H: 1.53702 1.75795 -5.77429  0.201
H: 1.71934 0.02085 -6.04101  0.216
H: 1.61972 0.65267 -4.39030  0.230
H: -4.05469 3.40235 -2.34549  0.229
H: -5.78190 4.72296 -1.14184  0.212
H: -5.37840 5.44632 1.18384  0.212
H: -3.25812 4.85666 2.31258  0.215
H: -1.53940 3.53063 1.08454  0.234

- HOMO (alpha / beta): -7.71 / -8.08 eV
- Multiplicity: 6
- LUMO (alpha / beta): -0.0096 / -0.0106 Ha
- Energy: -3088.469032 a.u.
- Energy above the lowest of the compared OMol25 structures with the same formula, charge and spin: 11.7 kcal per mole



Record 2
Here is one molecule with the formula C19H22N2O2S from the Open Molecules 2025 dataset. Energies are from ωB97M-V with the def2-TZVPD basis set.

Last column: natural (NBO) charge in e.
Cartesian coordinates (Å):
C: -1.20471 -2.98136 0.25107  -0.255
O: -0.26969 -2.06559 0.76881  -0.524
C: 0.97818 -2.01811 0.21170  0.389
C: 1.42830 -2.83235 -0.82006  -0.330
C: 2.71869 -2.67159 -1.30213  -0.173
C: 3.55496 -1.69540 -0.79980  -0.246
C: 3.09621 -0.87398 0.22139  -0.131
S: 4.14568 0.42046 0.82752  0.274
C: 2.92240 1.77375 0.96580  -0.624
C: 2.09103 1.82368 -0.30786  0.681
O: 2.60944 1.63135 -1.38964  -0.625
N: 0.77112 2.10585 -0.20158  -0.442
C: -0.03688 2.35437 0.96701  -0.213
C: -1.09764 1.25654 1.13686  -0.235
N: -1.89910 1.17277 -0.06616  -0.471
C: -3.14120 0.53857 0.00168  0.264
C: -4.04004 0.68162 -1.05991  -0.277
C: -5.29465 0.11012 -1.01011  -0.180
C: -5.69539 -0.61359 0.10141  -0.252
C: -4.81976 -0.75392 1.16230  -0.195
C: -3.55741 -0.18970 1.11749  -0.298
C: -1.07313 0.91928 -1.23272  -0.220
C: -0.05160 2.04159 -1.39449  -0.234
C: 1.83048 -1.05376 0.74539  -0.325
H: -0.87718 -4.01492 0.39882  0.178
H: -2.12579 -2.80776 0.80566  0.206
H: -1.39182 -2.80528 -0.81316  0.178
H: 0.79198 -3.58886 -1.25078  0.220
H: 3.06427 -3.31170 -2.09999  0.216
H: 4.54648 -1.55039 -1.19618  0.226
H: 2.35406 1.63829 1.88167  0.216
H: 3.52002 2.68291 1.04052  0.258
H: 0.56829 2.42713 1.86843  0.212
H: -0.54860 3.31438 0.82295  0.200
H: -1.74375 1.53317 1.97234  0.213
H: -0.60721 0.29806 1.36103  0.194
H: -3.75862 1.26406 -1.92438  0.211
H: -5.97044 0.23856 -1.84322  0.211
H: -6.67807 -1.05826 0.13962  0.213
H: -5.11600 -1.31668 2.03623  0.211
H: -2.89280 -0.33688 1.95414  0.214
H: -1.69586 0.85613 -2.12334  0.214
H: -0.52760 -0.03203 -1.12161  0.184
H: 0.60081 1.85024 -2.24696  0.255
H: -0.56457 2.99967 -1.52811  0.193
H: 1.47649 -0.46016 1.57270  0.217

- HOMO: -8.03 eV
- Multiplicity: 1
- LUMO: 0.0235 Ha
- Energy: -1395.389823 a.u.
- Energy above the lowest of the compared OMol25 structures with the same formula, charge and spin: 43.5 kcal per mole



Record 3
Here is one molecule with the formula C19H22N2O4 from the Open Molecules 2025 dataset. Energies are from ωB97M-V with the def2-TZVPD basis set.

Last column: natural (NBO) charge in e.
Cartesian coordinates (Å):
C: -4.92720 -0.57064 1.09174  -0.622
C: -3.50278 -0.06979 0.83240  -0.043
C: -2.54166 -0.39659 1.98521  -0.409
C: -2.20055 -1.88225 2.05325  -0.401
C: -1.66725 -2.34076 0.70048  -0.407
C: -2.69635 -2.04216 -0.38584  -0.229
N: -2.98092 -0.61847 -0.40891  -0.441
C: -2.70980 0.06494 -1.53436  0.659
O: -2.37338 -0.48209 -2.57166  -0.640
C: -2.82284 1.59631 -1.49970  -0.162
O: -2.16683 2.21617 -0.41364  -0.501
C: -0.82839 1.99889 -0.24240  0.274
C: -0.00118 1.33205 -1.13840  -0.254
C: 1.34386 1.17559 -0.85420  -0.210
C: 1.88185 1.65568 0.33344  0.122
N: 3.24369 1.53229 0.64007  -0.602
C: 4.13440 0.54755 0.33245  0.631
O: 5.33159 0.73933 0.44706  -0.592
C: 3.61018 -0.76567 -0.07361  0.131
C: 4.27474 -1.76263 -0.74298  -0.223
C: 3.38102 -2.85094 -0.81686  -0.321
C: 2.24846 -2.44554 -0.17621  0.115
O: 2.37352 -1.19201 0.27553  -0.388
C: 1.05362 2.34379 1.21820  -0.219
C: -0.28328 2.51394 0.93445  -0.241
H: -4.95095 -1.62929 1.33046  0.204
H: -5.35501 -0.02362 1.92780  0.216
H: -5.54678 -0.40094 0.21386  0.215
H: -3.55155 1.01572 0.73928  0.231
H: -2.98980 -0.06561 2.92311  0.211
H: -1.61876 0.16856 1.83364  0.216
H: -3.08553 -2.46429 2.31716  0.194
H: -1.45184 -2.04835 2.82975  0.214
H: -1.45038 -3.41005 0.71293  0.210
H: -0.74682 -1.79765 0.47398  0.203
H: -2.31653 -2.31138 -1.37295  0.252
H: -3.61785 -2.60176 -0.20240  0.189
H: -3.87244 1.89336 -1.41313  0.213
H: -2.43652 1.96546 -2.45773  0.210
H: -0.38314 0.93689 -2.06513  0.237
H: 1.97960 0.68412 -1.57455  0.222
H: 3.67008 2.33221 1.09220  0.411
H: 5.27120 -1.70212 -1.12833  0.243
H: 3.55640 -3.80160 -1.27625  0.233
H: 1.32172 -2.94835 0.01860  0.206
H: 1.46518 2.74340 2.13321  0.216
H: -0.93117 3.04590 1.61334  0.225

- HOMO: -8.19 eV
- Multiplicity: 1
- LUMO: 0.0253 Ha
- Energy: -1147.697465 a.u.
- Energy above the lowest of the compared OMol25 structures with the same formula, charge and spin: 41.5 kcal per mole



Record 4
Here is one molecule with the formula C19H22N2O6S from the Open Molecules 2025 dataset. Energies are from ωB97M-V with the def2-TZVPD basis set.

Last column: natural (NBO) charge in e.
Cartesian coordinates (Å):
C: 2.43433 -6.68139 3.55660  -0.609
C: 1.23358 -5.74366 3.50230  -0.401
C: 0.84714 -5.36192 2.07489  -0.230
N: 1.82060 -4.47002 1.47669  -0.863
S: 1.42396 -3.95872 -0.07038  2.313
O: 0.74759 -5.00130 -0.79304  -0.943
O: 2.61745 -3.39762 -0.63006  -0.936
C: 0.26057 -2.66617 0.31641  -0.384
C: 0.73171 -1.48079 0.84084  -0.146
C: -0.15642 -0.47929 1.19471  -0.265
C: -1.52391 -0.68579 1.02494  0.313
O: -2.48945 0.22161 1.34644  -0.497
C: -2.11408 1.39223 2.03993  -0.165
C: -1.37351 2.43080 1.17820  0.647
O: -0.60246 3.21987 1.67537  -0.602
N: -1.72103 2.34750 -0.12477  -0.597
C: -1.29906 3.13083 -1.20706  0.142
C: -1.78835 2.80959 -2.47211  -0.243
C: -1.40277 3.54656 -3.57178  -0.224
C: -0.53469 4.62188 -3.43137  0.191
C: -0.07117 4.96583 -2.15725  0.306
C: -0.44439 4.21198 -1.05257  -0.302
O: 0.74696 6.04331 -1.95086  -0.492
C: 0.79973 6.92665 -3.04887  -0.098
C: 0.96190 6.14215 -4.34995  -0.097
O: -0.15771 5.30984 -4.55690  -0.484
C: -1.98715 -1.88641 0.47993  -0.267
C: -1.09290 -2.87533 0.12648  -0.156
H: 2.63123 -6.97948 4.58358  0.217
H: 2.24436 -7.57708 2.96932  0.206
H: 3.32759 -6.19682 3.16982  0.195
H: 0.37490 -6.23220 3.96627  0.209
H: 1.45039 -4.83234 4.06147  0.206
H: 0.71155 -6.26333 1.46221  0.194
H: -0.09881 -4.81279 2.07866  0.203
H: 2.75647 -4.84924 1.47784  0.400
H: 1.79507 -1.34994 0.95691  0.242
H: 0.22266 0.45022 1.58855  0.229
H: -1.50783 1.16641 2.92368  0.209
H: -3.05482 1.84267 2.37319  0.223
H: -2.37622 1.61227 -0.36304  0.412
H: -2.46356 1.97587 -2.59478  0.208
H: -1.76073 3.30404 -4.55906  0.229
H: -0.06528 4.48732 -0.08366  0.265
H: -0.12470 7.51869 -3.09772  0.179
H: 1.64963 7.58774 -2.87435  0.202
H: 1.87523 5.53419 -4.29330  0.180
H: 1.01667 6.80822 -5.21212  0.202
H: -3.04988 -2.01700 0.35080  0.231
H: -1.42035 -3.80967 -0.30099  0.246

- HOMO: -8.06 eV
- Multiplicity: 1
- LUMO: 0.0220 Ha
- Energy: -1696.348913 a.u.
- Energy above the lowest of the compared OMol25 structures with the same formula, charge and spin: 26.9 kcal per mole



Record 5
Here is one molecule with the formula C19H22N2O6S2 from the Open Molecules 2025 dataset. Energies are from ωB97M-V with the def2-TZVPD basis set.

Last column: natural (NBO) charge in e.
Cartesian coordinates (Å):
C: 3.34851 3.57991 2.58286  -0.251
O: 2.31342 2.64418 2.38257  -0.505
C: 2.03320 2.24421 1.10951  0.279
C: 2.69505 2.68190 -0.02913  -0.292
C: 2.34686 2.18666 -1.27947  -0.183
C: 1.31209 1.28431 -1.38048  -0.355
S: 0.90026 0.49755 -2.93036  2.340
O: 1.40964 1.28625 -4.01327  -0.939
O: -0.49045 0.14790 -2.92211  -0.945
N: 1.76365 -0.92512 -2.91567  -0.669
C: 3.19979 -0.77598 -2.91291  -0.268
C: 3.81671 -2.12652 -3.28627  -0.071
O: 3.39806 -3.13459 -2.39812  -0.519
C: 1.99488 -3.26861 -2.40190  -0.072
C: 1.30923 -1.95751 -2.00804  -0.276
C: 0.62376 0.85282 -0.26340  -0.229
C: 0.98107 1.30906 0.99250  0.187
N: 0.31849 0.84712 2.11849  -0.870
S: -0.13748 -0.78417 2.20055  2.297
O: -0.17758 -1.08261 3.60048  -0.934
O: 0.71083 -1.55927 1.34315  -0.930
C: -1.78383 -0.74934 1.54495  -0.526
C: -2.78636 -0.47063 2.36795  -0.089
C: -4.19803 -0.37207 2.03653  -0.132
C: -5.13077 -0.28735 3.07307  -0.162
C: -6.48251 -0.20124 2.80063  -0.213
C: -6.92612 -0.18848 1.48799  -0.189
C: -6.01008 -0.26160 0.44982  -0.225
C: -4.65811 -0.35355 0.71743  -0.117
H: 3.38698 3.74597 3.65811  0.206
H: 4.31209 3.19026 2.24198  0.182
H: 3.13507 4.52604 2.07702  0.182
H: 3.49926 3.39582 0.04571  0.228
H: 2.85943 2.50816 -2.17116  0.242
H: 3.45077 -0.01182 -3.64831  0.236
H: 3.56271 -0.47147 -1.91850  0.186
H: 4.90500 -2.08873 -3.21584  0.198
H: 3.52028 -2.38355 -4.31384  0.169
H: 1.76201 -4.05164 -1.67949  0.203
H: 1.65480 -3.56971 -3.40400  0.167
H: 0.22899 -2.03789 -2.12380  0.234
H: 1.55040 -1.71772 -0.96216  0.209
H: -0.18678 0.15927 -0.38968  0.237
H: 0.68260 1.20285 2.99013  0.434
H: -1.86220 -0.97024 0.49728  0.238
H: -2.52685 -0.31970 3.40853  0.233
H: -4.78527 -0.29874 4.09642  0.214
H: -7.19278 -0.14123 3.61176  0.218
H: -7.98199 -0.11792 1.27396  0.217
H: -6.35334 -0.24477 -0.57369  0.219
H: -3.95372 -0.39797 -0.09819  0.204

- HOMO: -8.70 eV
- Multiplicity: 1
- LUMO: -0.0084 Ha
- Energy: -2094.485136 a.u.
- Energy above the lowest of the compared OMol25 structures with the same formula, charge and spin: 57.1 kcal per mole